Formula: C4H11NO2S
Source: OMol25
Level of theory: wB97M-V/def2-TZVPD

The HOMO energy is -8.482 eV. The value obtained for the LUMO energy is 0.8553 eV.

CARTESIAN COORDINATES (ANGSTROEM)
C: -1.28 1.44 1.51
C: -1.96 0.87 -0.80
C: 3.01 -0.67 -0.44
C: 0.71 -1.09 -0.29
N: -1.47 0.40 0.44
O: -1.67 -2.06 -0.22
O: 1.79 -0.50 0.32
S: -0.92 -1.13 0.63
H: -2.11 2.11 1.64
H: -1.40 0.84 2.47
H: -0.26 1.95 1.53
H: -1.48 1.92 -1.03
H: -1.48 0.15 -1.48
H: -3.04 0.81 -0.90
H: 3.06 -1.26 -1.36
H: 3.75 -1.32 0.20
H: 3.42 0.28 -0.54
H: 1.03 -2.15 -0.47
H: 0.30 -0.57 -1.21

Löwdin population analysis, charges in e, atoms 1 to 5: -0.101, -0.144, -0.078, -0.384, -0.505

---

Formula: C4H11NO3
Source: OMol25
Level of theory: wB97M-V/def2-TZVPD

The HOMO energy is -10.065 eV. The value obtained for the LUMO energy is 0.4979 eV.

CARTESIAN COORDINATES (ANGSTROEM)
C: 0.13 -0.83 2.17
O: 0.02 -2.27 2.28
C: -0.73 -0.26 1.06
C: 0.00 0.37 -0.11
C: -0.94 1.17 -0.97
N: -0.33 2.12 -1.76
O: -2.15 1.05 -0.96
H: 1.20 -0.67 2.07
H: -0.19 -0.49 3.16
H: -0.61 -2.66 1.67
H: -1.32 0.57 1.48
H: -1.55 -0.88 0.73
H: 0.47 -0.35 -0.79
H: 0.84 0.99 0.24
H: 0.62 2.36 -1.52
H: -0.87 2.68 -2.39
H: 1.78 -0.16 -2.12
H: 1.49 -1.69 -2.24
O: 2.14 -1.04 -2.00

Löwdin population analysis, charges in e, atoms 1 to 5: -0.225, -0.093, -0.173, -0.129, -0.541

---

Formula: C4H11NO3
Source: OMol25
Level of theory: wB97M-V/def2-TZVPD

The HOMO energy is -9.444 eV. The value obtained for the LUMO energy is 0.4156 eV.

CARTESIAN COORDINATES (ANGSTROEM)
O: 0.79 3.25 1.22
C: 0.56 2.37 0.41
N: 0.64 1.04 0.74
C: 0.63 -0.02 -0.32
C: -0.37 -1.19 -0.06
C: 0.29 -2.33 0.77
O: -0.50 -2.65 1.90
H: 0.23 2.46 -0.62
H: 1.00 0.73 1.64
H: 0.23 0.48 -1.19
H: 1.68 -0.25 -0.58
H: -0.44 -1.61 -1.06
H: -1.24 -0.82 0.45
H: 0.22 -3.27 0.17
H: 1.30 -2.07 1.05
H: -0.62 -1.91 2.50
H: -1.14 1.46 -2.93
H: -1.96 2.50 -2.02
O: -1.29 1.83 -2.06

Löwdin population analysis, charges in e, atoms 1 to 5: 0.008, -0.362, 0.029, -0.191, -0.133

---

Formula: C4H11NO3
Source: OMol25
Level of theory: wB97M-V/def2-TZVPD

The HOMO energy is -9.414 eV. The value obtained for the LUMO energy is 0.7375 eV.

CARTESIAN COORDINATES (ANGSTROEM)
C: 1.61 0.23 1.27
N: 0.41 -0.13 0.49
C: -0.29 -1.24 1.16
C: 0.81 -0.54 -0.89
C: -0.38 -0.05 -1.68
O: -0.03 0.88 -2.61
O: -1.52 -0.38 -1.55
H: 2.39 -0.54 1.27
H: 1.33 0.38 2.31
H: 2.00 1.13 0.78
H: -0.57 -1.02 2.20
H: -1.13 -1.50 0.52
H: 0.35 -2.11 1.35
H: 0.86 -1.62 -1.03
H: 1.68 0.03 -1.17
H: -0.78 1.46 -2.81
H: -2.89 1.36 0.39
H: -1.50 1.59 -0.08
O: -2.34 2.08 0.08

Löwdin population analysis, charges in e, atoms 1 to 5: -0.094, -0.249, -0.097, -0.091, -0.510

---

Formula: C4H11NO3
Source: OMol25
Level of theory: wB97M-V/def2-TZVPD

The HOMO energy is -8.635 eV. The value obtained for the LUMO energy is 0.8212 eV.

CARTESIAN COORDINATES (ANGSTROEM)
C: 0.03 -0.47 -1.11
C: -1.36 -0.38 -1.69
C: -0.46 1.71 0.66
C: -0.43 0.23 0.77
O: 0.88 0.39 -1.84
O: -1.11 -0.52 1.40
H: 1.78 0.29 -1.50
H: 0.37 -1.52 -1.17
H: -1.71 0.65 -1.71
H: -1.35 -0.75 -2.72
H: -2.06 -0.98 -1.11
H: -1.49 2.05 0.58
H: 0.09 2.10 -0.20
H: 0.00 2.15 1.55
N: 1.66 -1.41 1.89
O: 1.47 -0.23 1.10
H: 0.79 -0.54 0.14
H: 2.16 -1.10 2.72
H: 0.73 -1.67 2.25

Löwdin population analysis, charges in e, atoms 1 to 5: -0.335, -0.058, 0.003, -0.406, -0.041

---

Formula: C4H11NO3
Source: OMol25
Level of theory: wB97M-V/def2-TZVPD

The HOMO energy is -9.510 eV. The value obtained for the LUMO energy is 0.7138 eV.

CARTESIAN COORDINATES (ANGSTROEM)
O: 2.20 1.00 -0.95
C: 1.03 0.84 -1.19
C: 0.10 0.01 -0.32
C: -1.06 -0.45 -1.20
C: -2.12 -1.33 -0.54
O: -2.31 -1.06 0.84
N: -0.32 0.88 0.78
H: 0.53 1.33 -2.05
H: 0.60 -0.89 0.04
H: -0.64 -1.00 -2.04
H: -1.58 0.39 -1.66
H: -1.84 -2.39 -0.55
H: -3.06 -1.21 -1.09
H: -2.61 -0.15 0.97
H: -0.38 0.38 1.65
H: 0.31 1.66 0.90
H: 2.66 -0.30 1.20
H: 2.55 0.97 1.91
O: 2.37 0.03 2.06

Löwdin population analysis, charges in e, atoms 1 to 5: 0.067, -0.217, -0.364, -0.165, -0.252

---

Number 1: total energy -20743.467 eV. Number 2: total energy -11958.806 eV. Number 3: total energy -11958.143 eV. Number 4: total energy -11958.570 eV. Number 5: total energy -11954.113 eV. Number 6: total energy -11958.095 eV.